# 1
Formula: C45H120O15
Source: OMol25
Level of theory: ωB97M-V with the def2-TZVPD basis set

HOMO: -0.354 hartree
Energy above the lowest of the compared OMol25 structures with the same formula, charge and spin: 3.057 eV
Orbital gap: 0.370 hartree

```
! RIJCOSX wB97M-V def2-TZVPD def2/J DEFGRID3
* xyz 0 1
C -3.93 1.86 -1.47
C -3.03 2.77 -2.27
C -3.74 3.50 -3.37
O -2.48 3.70 -1.23
H -4.79 2.40 -1.05
H -3.32 1.56 -0.63
H -4.20 0.99 -2.06
H -2.15 2.29 -2.64
H -4.68 3.87 -2.99
H -3.96 2.91 -4.24
H -3.11 4.37 -3.59
H -2.09 4.51 -1.56
C 3.64 -3.50 0.80
C 4.17 -3.70 -0.63
C 4.25 -5.13 -1.16
O 3.41 -2.84 -1.54
H 2.75 -4.10 0.96
H 3.43 -2.44 0.97
H 4.34 -3.68 1.59
H 5.08 -3.13 -0.76
H 4.59 -5.85 -0.43
H 4.86 -5.22 -2.03
H 3.28 -5.46 -1.41
H 2.55 -3.27 -1.54
C 1.38 3.33 2.46
C 0.51 3.92 1.40
C 1.41 4.11 0.15
O -0.56 3.04 1.06
H 2.31 3.88 2.65
H 1.56 2.31 2.09
H 0.88 3.29 3.40
H 0.13 4.94 1.71
H 1.80 3.14 -0.23
H 2.18 4.80 0.46
H 0.84 4.59 -0.66
H -1.00 3.49 0.29
C 3.52 0.18 3.40
C 2.66 -0.60 4.39
C 1.65 0.26 5.18
O 1.99 -1.69 3.69
H 4.19 0.87 3.99
H 2.93 0.81 2.78
H 4.08 -0.44 2.71
H 3.36 -0.98 5.10
H 0.81 0.43 4.54
H 2.14 1.17 5.58
H 1.37 -0.31 6.05
H 2.63 -2.45 3.48
C 5.02 2.01 -2.56
C 4.19 0.69 -2.56
C 4.64 -0.20 -3.68
O 4.36 -0.02 -1.31
H 4.58 2.84 -2.06
H 5.25 2.31 -3.60
H 6.00 1.78 -2.17
H 3.13 0.93 -2.67
H 4.27 -1.20 -3.58
H 5.75 -0.16 -3.81
H 4.22 0.24 -4.60
H 4.05 -0.97 -1.44
C 1.44 3.88 -4.02
C 0.63 2.83 -4.88
C 1.55 1.87 -5.58
O -0.30 2.13 -4.11
H 2.06 3.31 -3.35
H 0.71 4.44 -3.49
H 2.03 4.54 -4.66
H 0.03 3.45 -5.60
H 2.13 1.24 -4.90
H 2.31 2.43 -6.12
H 1.06 1.19 -6.29
H 0.07 1.96 -3.22
C -2.26 2.65 4.47
C -1.95 1.87 5.72
C -2.09 2.66 7.03
O -2.80 0.72 5.73
H -3.27 3.03 4.49
H -2.07 2.14 3.60
H -1.59 3.52 4.58
H -0.88 1.55 5.60
H -3.08 3.08 7.15
H -1.48 3.52 6.95
H -1.83 2.09 7.90
H -2.81 0.34 6.60
C -1.23 -4.52 -3.30
C 0.25 -4.50 -2.95
C 1.03 -4.02 -4.13
O 0.53 -3.63 -1.82
H -1.35 -5.31 -4.01
H -1.66 -3.61 -3.72
H -1.80 -4.70 -2.38
H 0.50 -5.54 -2.61
H 2.05 -3.75 -3.92
H 0.56 -3.12 -4.49
H 0.94 -4.76 -4.94
H 0.03 -3.89 -1.01
C -5.34 4.47 2.89
C -4.63 5.81 2.60
C -3.16 5.61 2.32
O -5.22 6.57 1.54
H -5.02 4.10 3.87
H -5.16 3.72 2.10
H -6.43 4.69 2.97
H -4.78 6.45 3.46
H -2.96 4.84 1.58
H -2.65 5.34 3.25
H -2.78 6.58 1.94
H -4.98 6.12 0.68
C 8.52 0.01 1.27
C 6.99 -0.18 1.15
C 6.36 1.15 1.05
O 6.73 -0.97 0.04
H 9.06 -0.93 1.15
H 8.81 0.46 2.23
H 8.82 0.65 0.48
H 6.65 -0.66 2.11
H 6.69 1.68 1.93
H 5.30 1.09 1.14
H 6.64 1.75 0.16
H 5.99 -0.58 -0.43
C -1.88 -5.96 0.46
C -1.41 -4.86 1.34
C -0.06 -5.17 1.96
O -1.27 -3.69 0.60
H -1.16 -6.21 -0.31
H -2.79 -5.67 -0.02
H -2.07 -6.88 1.02
H -2.15 -4.66 2.10
H -0.05 -6.03 2.66
H 0.38 -4.35 2.52
H 0.65 -5.41 1.18
H -1.06 -2.96 1.20
C 1.06 -0.56 0.18
C 0.15 -0.10 -0.95
C -1.28 -0.22 -0.52
O 0.49 1.18 -1.42
H 1.03 -1.62 0.28
H 0.71 -0.02 1.13
H 2.14 -0.29 0.07
H 0.34 -0.76 -1.84
H -1.52 -1.25 -0.33
H -1.94 0.15 -1.28
H -1.35 0.41 0.40
H 0.24 1.82 -0.76
C -4.33 -2.37 -1.42
C -4.93 -1.98 -0.08
C -6.13 -1.09 -0.27
O -5.34 -3.16 0.70
H -5.10 -2.84 -2.08
H -3.48 -2.99 -1.25
H -3.97 -1.46 -1.90
H -4.19 -1.51 0.55
H -6.80 -1.54 -0.97
H -5.87 -0.14 -0.65
H -6.67 -0.91 0.61
H -5.28 -3.89 0.06
C -1.33 -0.90 -5.83
C -2.66 -0.19 -5.60
C -3.27 -0.49 -4.23
O -2.49 1.19 -5.85
H -0.87 -0.63 -6.78
H -1.43 -1.98 -5.74
H -0.64 -0.60 -5.07
H -3.46 -0.42 -6.29
H -3.63 -1.52 -4.07
H -4.16 0.13 -4.11
H -2.59 -0.19 -3.42
H -1.83 1.53 -5.21
C -2.84 -1.50 3.00
C -1.41 -1.49 3.59
C -1.40 -2.53 4.68
O -0.55 -1.78 2.49
H -3.21 -2.53 2.86
H -2.87 -0.97 2.03
H -3.51 -0.95 3.65
H -1.02 -0.55 4.00
H -1.81 -3.49 4.37
H -2.11 -2.28 5.46
H -0.40 -2.71 5.10
H 0.35 -1.77 2.86
*
```

---

# 2
Formula: C13H11F6FeN5O3SSb
Source: OMol25
Level of theory: ωB97M-V with the def2-TZVPD basis set

HOMO (alpha / beta): -0.344 / -0.351 hartree
<S²>: 8.817
Energy above the lowest of the compared OMol25 structures with the same formula, charge and spin: 0.000 eV
Orbital gap (alpha / beta): 0.262 / 0.205 hartree

```
! RIJCOSX wB97M-V def2-TZVPD def2/J DEFGRID3
* xyz 0 6
Fe 1.23 -0.63 -1.85
S -0.63 0.77 -1.83
C -0.94 0.71 -0.17
N -1.96 1.31 0.46
N -2.75 2.02 -0.26
C -3.87 2.66 0.29
C -4.69 3.38 -0.59
C -5.81 4.02 -0.09
C -6.11 3.94 1.27
C -5.29 3.22 2.12
C -4.16 2.57 1.64
N -0.17 0.01 0.75
N 0.86 -0.55 0.30
C 1.60 -1.26 1.28
C 2.98 -1.33 1.13
C 3.73 -2.01 2.08
C 3.10 -2.61 3.16
C 1.72 -2.53 3.30
C 0.96 -1.85 2.37
H -2.57 2.13 -1.26
H -4.45 3.44 -1.64
H -6.45 4.58 -0.76
H -6.99 4.44 1.65
H -5.53 3.16 3.18
H -3.51 2.01 2.30
H 3.48 -0.84 0.31
H 4.80 -2.06 1.96
H 3.69 -3.16 3.89
H 1.23 -3.02 4.14
H -0.11 -1.80 2.46
F 3.03 -1.42 -1.78
Sb 4.90 -2.06 -2.28
F 5.42 -1.05 -0.76
F 4.55 -3.51 -1.13
F 6.64 -2.62 -2.68
F 4.07 -2.96 -3.70
F 5.00 -0.49 -3.31
O 0.55 -2.18 -5.10
N 0.74 -1.68 -4.04
O 1.27 -0.52 -3.91
O 0.41 -2.23 -2.93
*
```

---

# 3
Formula: C5H6N2
Source: OMol25
Level of theory: ωB97M-V with the def2-TZVPD basis set

HOMO (alpha / beta): -0.323 / -0.331 hartree
Energy above the lowest of the compared OMol25 structures with the same formula, charge and spin: 6.072 eV
Orbital gap (alpha / beta): 0.278 / 0.324 hartree

```
! RIJCOSX wB97M-V def2-TZVPD def2/J DEFGRID3
* xyz 0 1
C -3.16 0.17 -0.41
C -2.03 0.04 0.08
C 1.32 1.25 -0.08
C 1.54 -0.24 0.11
C 0.16 -1.05 0.16
N 0.29 1.93 0.05
N -0.90 -0.31 0.63
H -4.00 0.79 -0.45
H 2.25 1.65 -0.46
H 2.06 -0.74 -0.65
H 2.08 -0.23 1.10
H 0.14 -1.45 -0.91
H 0.25 -1.82 0.84
*
```